(1)
Formula: C21H30N4O2
Source: the OMol25 dataset
Level of theory: ωB97M-V/def2-TZVPD

Last column: natural (NBO) charge in e.
Cartesian coordinates (Å):
C 2.34909 3.51206 4.33477  -0.5998
C 2.23760 4.23626 2.99881  -0.3849
C 1.68128 3.31791 1.91424  -0.4392
C 1.54998 4.05720 0.57381  -0.2026
N 1.29185 3.25297 -0.60614  -0.4559
C 0.26882 2.25049 -0.44241  -0.4063
C 2.43077 2.87313 -1.40411  -0.2102
C 3.47170 1.90415 -0.80482  -0.2522
N 2.98960 0.54296 -0.74610  -0.6371
C 2.84812 -0.12119 0.40824  0.6805
O 3.15461 0.34752 1.49111  -0.6549
C 2.30028 -1.54743 0.34649  -0.5040
C 1.82505 -2.10890 -0.99111  -0.2319
N 0.56554 -1.52609 -1.42573  -0.2000
N -0.48217 -1.90083 -0.72094  -0.1944
C -1.67680 -1.47615 -1.02536  0.1259
C -2.78113 -1.93228 -0.17882  -0.0139
C -2.64622 -3.10610 0.56191  -0.1928
C -3.67730 -3.55588 1.36083  -0.2009
C -4.87139 -2.84941 1.45100  -0.0035
C -5.98764 -3.32402 2.32793  -0.6291
C -4.99864 -1.67195 0.72230  -0.2148
C -3.97307 -1.21641 -0.08204  -0.1983
C -1.87343 -0.63589 -2.16228  -0.1788
C -0.79799 -0.25661 -2.88941  -0.2394
C 0.53155 -0.67235 -2.51370  0.5923
O 1.57051 -0.32994 -3.06955  -0.6663
H 2.78725 4.16047 5.09062  0.2024
H 1.36706 3.19554 4.68007  0.1978
H 2.97364 2.62815 4.22895  0.2108
H 1.59015 5.11102 3.10627  0.1886
H 3.22616 4.59243 2.69853  0.1899
H 2.33415 2.45045 1.81757  0.2328
H 0.69972 2.95429 2.22643  0.1911
H 2.46286 4.62742 0.38613  0.1899
H 0.72426 4.77777 0.65895  0.1816
H 0.54610 1.41941 0.22065  0.1689
H 0.01764 1.84360 -1.42287  0.1900
H -0.62153 2.72960 -0.03262  0.1945
H 2.04884 2.42752 -2.32870  0.1984
H 2.95802 3.79477 -1.67052  0.1948
H 3.75080 2.20323 0.20611  0.2289
H 4.36487 1.93063 -1.43956  0.1930
H 2.67359 0.16267 -1.63200  0.4278
H 3.09544 -2.19039 0.73109  0.2412
H 1.47678 -1.59955 1.06389  0.2444
H 1.65254 -3.18207 -0.86857  0.2223
H 2.55682 -1.95312 -1.78596  0.2397
H -1.72307 -3.65966 0.49317  0.2279
H -3.55692 -4.47094 1.92273  0.2106
H -5.99479 -2.75645 3.25901  0.2244
H -6.95002 -3.17746 1.84179  0.2193
H -5.87093 -4.37669 2.57281  0.2172
H -5.91552 -1.10381 0.78898  0.2112
H -4.09641 -0.28635 -0.61649  0.2068
H -2.86958 -0.33780 -2.44926  0.2281
H -0.87999 0.36552 -3.76761  0.2380

Forces on the atoms, in the same order (eV/Å):
0.0 0.2 -0.1
-0.2 -0.3 0.0
0.2 0.3 -0.2
-0.2 -0.1 0.1
0.0 -0.1 0.0
0.0 0.1 0.0
0.2 -0.1 0.1
-0.1 0.4 -0.1
0.0 0.1 -0.4
-0.1 -0.5 0.0
0.1 0.0 0.4
0.0 0.1 -0.1
0.5 -0.2 0.3
0.0 0.3 -0.6
-0.7 -0.2 0.6
0.7 0.1 -0.2
-0.4 -0.2 0.3
0.0 0.1 -0.1
-0.1 0.1 0.0
0.0 0.0 -0.1
0.0 0.0 0.1
0.0 -0.1 0.1
0.2 -0.1 -0.1
0.4 0.1 -0.2
-0.3 -0.1 0.1
-0.1 -0.2 0.2
0.1 0.2 -0.4
0.0 0.0 0.1
-0.1 -0.1 0.1
0.1 -0.1 0.0
0.1 0.1 0.0
0.0 0.1 0.0
0.0 -0.1 0.0
0.0 -0.1 0.0
0.0 0.1 0.0
0.1 0.1 0.1
-0.1 0.0 0.0
0.0 0.0 0.0
-0.1 -0.1 0.0
0.1 0.1 -0.1
0.0 -0.1 -0.1
0.1 0.0 -0.1
0.0 0.1 0.1
0.0 -0.2 0.1
0.0 0.0 0.0
0.1 0.0 0.0
0.0 0.1 -0.1
-0.2 -0.1 0.1
0.1 -0.1 0.0
0.0 -0.1 0.0
-0.1 0.0 0.1
-0.1 0.0 0.0
0.0 -0.1 0.0
-0.1 0.1 0.0
0.0 0.1 -0.1
-0.1 0.0 0.0
0.0 0.0 0.0

Results
- F_max (eV/Å) = 0.93
- electronic energy (hartree) = -1187.7276
- LUMO level (Eh) = -0.0087
- charge = 0
- highest occupied orbital energy (eV) = -7.7
- ΔE to the lowest compared entry with this formula, charge and spin (eV) = 0.3691


(2)
Formula: C21H30NO
Source: the OMol25 dataset
Level of theory: ωB97M-V/def2-TZVPD

Last column: natural (NBO) charge in e.
Cartesian coordinates (Å):
C -0.53358 -2.33752 -0.26437  -0.6102
C -1.72809 -1.40460 -0.04861  -0.0209
C -1.33090 0.02763 -0.55563  0.1360
O -0.89826 -0.09681 -1.90568  -0.7018
C -0.15935 0.48327 0.19859  0.0916
C 0.88531 0.83957 0.67124  -0.0621
C 2.16185 1.22845 1.23682  -0.2859
N 3.26137 0.89755 0.28300  -0.3353
C 4.57355 1.42349 0.72659  -0.2225
C 5.62799 1.18308 -0.34693  -0.4200
C 5.73471 -0.30600 -0.66369  -0.4045
C 4.36576 -0.84621 -1.06772  -0.4216
C 3.34201 -0.56234 0.02228  -0.2327
C -2.44963 1.04662 -0.41078  -0.0590
C -3.37495 1.22597 -1.43311  -0.2332
C -4.40862 2.13588 -1.29547  -0.1835
C -4.52605 2.88888 -0.14086  -0.1997
C -3.59047 2.74063 0.86837  -0.2149
C -2.55578 1.83234 0.73263  -0.1659
C -2.14868 -1.39207 1.43746  -0.4132
C -3.46119 -2.17437 1.50269  -0.3986
C -4.12491 -1.84650 0.17060  -0.4044
C -2.95999 -1.93750 -0.81069  -0.4026
H -0.80270 -3.34749 0.03222  0.2219
H 0.31909 -2.02221 0.33555  0.1892
H -0.24772 -2.34336 -1.31311  0.2268
H -1.11907 0.71251 -2.38025  0.4855
H 2.34344 0.69637 2.17535  0.2478
H 2.17588 2.30498 1.43215  0.2495
H 3.03168 1.34071 -0.61489  0.4355
H 4.47586 2.49100 0.93597  0.2330
H 4.84770 0.90983 1.65100  0.2239
H 6.58449 1.56389 0.00922  0.2500
H 5.36892 1.73840 -1.25125  0.2116
H 6.44904 -0.46239 -1.46999  0.2399
H 6.10084 -0.84450 0.21174  0.2109
H 4.41576 -1.92225 -1.22884  0.2509
H 4.04397 -0.38911 -2.00601  0.2127
H 3.62843 -1.05534 0.95407  0.2200
H 2.35010 -0.91174 -0.27396  0.2580
H -3.30479 0.65186 -2.34583  0.2222
H -5.12372 2.25251 -2.09526  0.2238
H -5.33564 3.59344 -0.03175  0.2256
H -3.66240 3.33562 1.76604  0.2218
H -1.81928 1.74549 1.51931  0.2082
H -1.37862 -1.82963 2.07213  0.2110
H -2.32654 -0.37439 1.78005  0.2113
H -4.06684 -1.88895 2.36059  0.2185
H -3.26156 -3.24499 1.56273  0.1993
H -4.53047 -0.83367 0.19503  0.2029
H -4.92916 -2.53486 -0.08091  0.2205
H -3.14035 -1.39913 -1.73627  0.2198
H -2.78844 -2.98202 -1.07151  0.2124

Forces on the atoms, in the same order (eV/Å):
-0.1 0.2 -0.1
0.3 -0.1 -0.2
-0.4 -0.2 0.1
-0.1 -0.1 -0.2
0.8 0.3 0.1
-0.4 -0.1 0.1
-0.6 0.2 0.3
-0.1 0.2 -0.1
0.8 0.5 0.0
0.0 -0.3 0.2
-0.1 0.1 -0.3
0.2 0.0 0.3
0.0 -0.9 -0.5
0.0 0.2 -0.1
0.1 -0.1 0.0
-0.1 0.0 0.0
0.0 0.0 0.0
0.0 0.0 0.1
0.0 0.0 -0.1
0.0 0.0 0.1
-0.1 0.1 0.0
0.0 -0.2 0.0
-0.2 0.2 0.0
0.0 -0.1 0.1
0.1 0.0 0.1
0.1 -0.1 -0.1
0.0 0.1 0.1
0.2 0.1 -0.1
0.2 -0.1 0.0
0.0 0.0 0.2
-0.2 -0.1 0.0
-0.2 0.0 0.0
-0.1 0.1 0.0
0.0 0.1 0.0
0.1 0.0 0.0
0.1 0.0 0.0
-0.1 0.0 0.0
-0.1 0.0 -0.1
-0.1 0.2 0.1
0.1 0.2 0.1
0.0 -0.1 0.0
-0.1 0.0 -0.1
-0.1 0.1 0.0
0.0 0.1 0.1
0.0 0.0 0.0
0.1 0.1 0.0
0.0 0.0 0.1
0.0 -0.1 0.1
0.0 -0.1 0.0
0.0 0.0 0.0
-0.1 0.0 0.0
0.0 -0.1 -0.1
0.0 0.0 -0.1

Results
- F_max (eV/Å) = 1.04
- electronic energy (hartree) = -947.9242
- LUMO level (Eh) = -0.0919
- charge = +1
- highest occupied orbital energy (eV) = -11.7
- ΔE to the lowest compared entry with this formula, charge and spin (eV) = 1.9785


(3)
Formula: C21H30NO
Source: the OMol25 dataset
Level of theory: ωB97M-V/def2-TZVPD

Last column: natural (NBO) charge in e.
Cartesian coordinates (Å):
C 3.33897 -2.37474 0.66962  -0.6113
C 2.00786 -2.05305 1.33821  -0.3899
C 0.89122 -1.75020 0.33162  -0.4360
C 1.08344 -0.35455 -0.26075  -0.2265
N 0.20693 0.02064 -1.41624  -0.1902
C 0.73068 -0.52674 -2.70163  -0.2861
C 0.66917 -1.97166 -2.78636  -0.0872
C 0.62061 -3.16096 -2.93636  0.0888
C 0.61226 -4.61051 -2.89669  -0.1463
O 0.87666 -4.99074 -1.55982  -0.7083
C -1.19062 -0.48258 -1.20953  -0.2919
C -1.74408 -0.02830 0.04750  -0.1020
C -2.19265 0.35720 1.09662  0.0744
C -2.71486 0.79365 2.33485  -0.0920
C -3.67332 1.80714 2.37320  -0.1817
C -4.17958 2.22453 3.58889  -0.2026
C -3.73629 1.64176 4.76617  -0.1752
C -2.78261 0.63607 4.73012  -0.2036
C -2.26932 0.20832 3.52114  -0.1832
C 0.12979 1.51032 -1.51499  -0.2230
C 1.45503 2.25529 -1.64646  -0.4238
C 1.21122 3.76565 -1.76320  -0.3882
C 0.65356 4.39114 -0.49011  -0.6129
H 4.06175 -2.68980 1.41659  0.2281
H 3.75577 -1.51389 0.15168  0.1905
H 3.21254 -3.18380 -0.04550  0.2143
H 2.12668 -1.21409 2.02703  0.1983
H 1.69975 -2.91912 1.92380  0.2229
H 0.91588 -2.52046 -0.43715  0.2399
H -0.06671 -1.79977 0.85058  0.2230
H 0.89614 0.37270 0.53244  0.2356
H 2.11655 -0.25154 -0.59248  0.2278
H 0.14397 -0.09910 -3.52162  0.2517
H 1.77049 -0.21003 -2.81645  0.2562
H -0.36973 -4.97809 -3.23044  0.2059
H 1.38460 -4.98652 -3.58334  0.2106
H 0.91879 -5.95117 -1.50699  0.4866
H -1.16807 -1.57490 -1.24250  0.2741
H -1.80854 -0.12382 -2.03900  0.2494
H -4.01647 2.25308 1.45127  0.2219
H -4.92326 3.00597 3.61913  0.2273
H -4.13585 1.97053 5.71297  0.2269
H -2.44016 0.18255 5.64761  0.2267
H -1.52881 -0.57747 3.48474  0.2184
H -0.49596 1.75405 -2.37811  0.2200
H -0.38854 1.85360 -0.61677  0.2505
H 1.99292 1.93207 -2.53907  0.2120
H 2.08939 2.07809 -0.77771  0.2152
H 2.16589 4.23886 -1.99545  0.2238
H 0.53581 3.96492 -2.59716  0.2025
H 0.63070 5.47193 -0.59422  0.2323
H 1.28129 4.14898 0.36427  0.2079
H -0.36087 4.05855 -0.28392  0.1982

Forces on the atoms, in the same order (eV/Å):
-0.1 0.0 0.2
0.0 0.0 -0.2
0.0 0.0 0.1
0.5 -0.5 0.8
-0.1 0.1 -0.1
0.3 -0.1 -0.6
-0.1 -0.5 -0.3
0.1 0.7 0.3
-0.1 -0.5 -0.3
0.1 0.0 0.2
-0.7 -0.4 0.1
-0.2 0.2 0.4
0.4 -0.3 -0.9
-0.2 0.2 0.6
0.0 0.0 0.0
0.0 0.1 0.0
0.0 0.0 0.0
0.0 0.0 0.1
0.0 0.0 0.0
0.2 1.0 0.0
-0.1 0.0 -0.1
0.0 -0.1 0.2
0.0 0.0 -0.2
0.1 0.0 0.0
0.1 0.1 -0.1
0.0 -0.1 -0.1
0.0 0.0 0.1
-0.1 0.1 0.1
-0.1 0.0 0.1
0.0 0.0 -0.1
0.0 0.1 -0.2
-0.1 0.2 -0.1
0.0 0.1 0.2
-0.2 0.2 0.1
0.2 0.0 0.0
-0.2 0.0 0.1
0.0 0.0 0.0
0.1 0.2 -0.1
0.2 -0.1 0.0
0.0 0.0 -0.1
-0.1 0.1 0.0
0.0 0.0 0.1
0.0 0.0 0.1
0.0 -0.1 0.0
0.0 -0.2 0.0
0.0 -0.2 -0.1
0.1 -0.1 0.0
0.1 -0.1 0.0
0.0 0.0 -0.1
0.0 0.0 -0.1
-0.1 0.1 0.1
0.0 0.0 0.1
-0.1 0.0 0.1

Results
- F_max (eV/Å) = 1.04
- electronic energy (hartree) = -947.8354
- LUMO level (Eh) = -0.0768
- charge = +1
- highest occupied orbital energy (eV) = -11.6
- ΔE to the lowest compared entry with this formula, charge and spin (eV) = 4.3950


(4)
Formula: C21H31BiClN2O5S
Source: the OMol25 dataset
Level of theory: ωB97M-V/def2-TZVPD

Last column: natural (NBO) charge in e.
Cartesian coordinates (Å):
Bi 0.15686 0.25393 0.58387  0.9619
Cl -1.07104 2.39919 0.02205  -0.7105
N -1.77834 -0.68298 1.44295  -0.6014
N 2.05844 1.05829 -0.44784  -0.6002
C -2.75191 -1.07725 0.64036  0.6441
C 2.12645 1.14922 -1.76497  0.6443
C -2.32433 -0.33105 2.76445  0.0550
C -3.81980 -0.24517 2.46029  -0.0797
C -1.72100 0.96914 3.25359  -0.6345
C -1.94879 -1.43904 3.73690  -0.6137
H -1.91976 1.77504 2.54146  0.2434
H -0.63595 0.85071 3.37117  0.2549
H -2.14269 1.22601 4.23159  0.1896
H -2.40682 -2.38780 3.43285  0.2005
H -2.29039 -1.17322 4.74534  0.1918
H -0.86046 -1.57393 3.74303  0.2612
C 2.96929 2.03189 0.17687  0.0554
C 3.29131 2.94301 -1.00820  -0.0798
C 4.17062 1.27408 0.72287  -0.6101
C 2.27434 2.72994 1.32832  -0.6351
H 1.35984 3.21971 0.98132  0.2449
H 2.94658 3.47117 1.77515  0.1895
H 2.01638 1.99328 2.10120  0.2550
H 4.70762 0.76556 -0.08643  0.2026
H 3.83281 0.51439 1.43817  0.2506
H 4.84817 1.97217 1.23037  0.1928
O 2.80711 2.19946 -2.19459  -0.4911
H 4.36392 3.14249 -1.15199  0.1875
H 2.72932 3.88980 -0.97839  0.1965
O -3.96599 -0.86862 1.12433  -0.4912
H -4.17093 0.79454 2.36313  0.1958
H -4.45847 -0.79934 3.16440  0.1878
C -2.57952 -1.82473 -0.64564  -0.4860
C 1.63617 0.12978 -2.74676  -0.4876
C 0.15239 -0.23255 -2.86559  -0.1042
H 2.20601 -0.77812 -2.47255  0.2451
H 2.01909 0.46514 -3.71692  0.2312
C -0.46877 -1.01727 -1.86376  -0.2250
C -1.88009 -1.18941 -1.85118  -0.1064
H 0.17667 -1.67924 -1.26241  0.2167
C -2.59313 -0.89700 -3.02270  0.0110
C -1.92772 -0.29011 -4.08889  -0.3330
C -4.02635 -1.32702 -3.20986  -0.6307
C -0.57527 0.04768 -4.02971  0.0238
H -2.49234 -0.06106 -5.00426  0.1842
C 0.09408 0.59069 -5.26223  -0.6334
H -0.65654 0.69258 -6.05381  0.2087
H 0.89146 -0.05649 -5.65492  0.2044
H 0.54010 1.57356 -5.08980  0.2123
H -4.17308 -2.41522 -3.14182  0.2049
H -4.36006 -1.02530 -4.20968  0.2088
H -4.70451 -0.87098 -2.48270  0.2126
H -3.59056 -2.15135 -0.91567  0.2312
H -2.02217 -2.73034 -0.34194  0.2446
C 3.07589 -1.98907 3.72087  -0.8837
S 1.94754 -1.83900 2.32040  2.3468
O 2.73040 -1.86342 1.08309  -0.9903
O 0.89324 -2.83320 2.47611  -0.9894
O 1.39386 -0.40531 2.56015  -1.0617
H 3.10747 -3.03180 4.03404  0.2235
H 2.71015 -1.36955 4.53911  0.2359
H 4.08322 -1.66652 3.45539  0.2276

Forces on the atoms, in the same order (eV/Å):
0.0 0.5 0.5
-1.1 1.3 -1.1
-2.4 -1.7 -1.1
1.2 -0.1 -2.9
2.9 1.5 2.1
-0.6 -0.1 3.9
0.2 0.0 -0.2
-0.4 0.1 -0.4
-0.1 0.4 0.2
-0.1 -0.3 0.1
0.1 0.0 0.1
-0.3 0.1 -0.1
-0.1 0.0 0.0
0.1 0.1 0.1
0.0 -0.1 -0.1
-0.3 0.0 0.0
-0.3 -0.1 0.0
-0.2 0.1 -0.5
0.3 -0.2 -0.1
0.0 0.4 0.2
0.1 -0.1 0.2
0.0 0.0 -0.1
0.0 0.2 -0.2
0.0 0.0 0.1
0.0 0.2 -0.2
0.0 -0.1 -0.1
0.9 0.8 -0.5
-0.4 -0.1 0.0
0.2 -0.3 0.0
-1.1 -0.2 0.5
0.1 -0.4 0.0
0.2 0.1 -0.3
-0.1 -0.6 -0.5
0.0 -0.5 -0.6
0.1 0.2 -1.0
-0.2 0.2 -0.1
-0.1 -0.2 0.1
0.8 -0.4 1.3
-0.8 -0.3 -0.6
-0.7 0.3 -0.7
0.4 -0.2 0.9
-0.4 0.0 -0.8
-0.4 0.2 -0.2
0.6 -0.1 0.8
0.3 -0.2 0.4
-0.1 0.4 -0.3
0.2 0.1 0.1
-0.2 0.0 0.2
0.0 0.0 0.0
0.2 0.2 0.0
0.0 0.0 0.2
0.0 0.0 0.0
0.3 0.0 -0.1
-0.1 0.2 -0.1
0.1 -0.4 0.0
-0.7 2.8 0.6
-0.4 -0.5 0.8
0.7 0.1 -0.1
1.6 -3.3 0.3
0.0 0.0 0.0
-0.2 -0.1 -0.2
-0.2 0.1 -0.2

Results
- F_max (eV/Å) = 3.90
- electronic energy (hartree) = -2377.5300
- LUMO level (alpha / beta) (Eh) = 0.1041 / 0.1041
- charge = -1
- highest occupied orbital energy (alpha / beta) (eV) = -1.0 / -1.0